A structure of composition C13H13BeNO4. Source: OMol25; level of theory: ωB97M-V with the def2-TZVPD basis set.

```
32
Properties=species:S:1:pos:R:3:forces:R:3:mulliken_charge:R:1
Be 1.16971 0.03551 -1.86182 -0.919 1.110 1.818 1.19
O 0.82296 2.86186 -2.50687 0.336 -3.492 0.811 -0.13
C 0.87167 1.74893 -2.22364 -1.090 4.301 -0.554 0.02
C 2.67425 -0.40346 -2.74010 3.533 -2.526 -1.307 0.32
O 3.78835 -0.83749 -2.84334 -2.500 1.435 0.735 -0.21
C -0.04462 -1.09793 -2.09845 -4.487 -4.057 -1.614 0.20
O -0.88049 -1.88064 -2.29061 3.653 3.306 1.097 -0.23
C 1.66376 0.16612 -3.60147 1.298 0.769 -4.381 0.18
O 1.46185 0.28011 -4.77438 -0.044 -0.528 2.150 -0.26
C -1.95050 -1.05847 1.83424 -0.090 -0.394 0.523 -0.90
N -2.02680 -0.47973 0.46897 0.464 0.266 -0.655 0.06
C -3.43365 -0.09681 0.13999 -0.250 0.060 -0.126 -0.81
C -1.08376 0.71882 0.20393 -0.177 0.019 0.523 -1.53
C 0.33276 0.46858 0.68835 -0.865 0.634 0.751 1.22
C 0.55235 0.64283 2.07204 0.184 -0.146 -0.385 -0.58
C 1.79405 0.37662 2.64076 -0.026 0.015 -0.182 -0.78
C 2.84797 0.00063 1.80423 -0.185 0.014 -0.262 -0.96
C 2.63498 -0.09915 0.41657 0.845 -0.153 0.586 -0.43
C 1.38697 0.13204 -0.14985 0.841 -0.590 0.615 0.47
H -2.14572 -0.28305 2.57817 0.016 -0.090 -0.190 0.39
H -0.97671 -1.51998 2.00754 -0.148 0.209 -0.075 0.39
H -2.72489 -1.82651 1.90940 0.127 0.135 -0.023 0.40
H -1.73140 -1.21932 -0.18375 -0.324 0.201 0.405 0.33
H -3.70942 0.74960 0.78264 0.017 -0.301 -0.210 0.39
H -3.48809 0.19319 -0.91674 -0.046 -0.056 0.325 0.34
H -4.08338 -0.95705 0.33850 0.132 0.307 -0.118 0.39
H -1.16671 0.93682 -0.87489 -0.065 -0.144 0.428 0.40
H -1.54252 1.57030 0.74284 0.221 -0.446 -0.262 0.45
H -0.27459 0.97831 2.69477 0.218 -0.035 -0.040 0.49
H 1.93220 0.46673 3.72186 0.012 0.022 -0.437 0.44
H 3.83446 -0.20059 2.22985 -0.326 0.067 -0.241 0.43
H 3.49496 -0.36682 -0.20872 -0.357 0.088 0.294 0.33
```
Forces are in eV/Å.

Calculated values
Multiplicity: 1
Gap between HOMO and LUMO (alpha / beta) in Ha: 0.2268 / 0.2218
Net charge: +2
E_LUMO (alpha / beta) in eV: -10.1 / -10.2
E_HOMO (alpha / beta) in hartree: -0.59722 / -0.59729


A cluster of 2 separate species, C13H13BrN3O5 in total. Source: OMol25; level of theory: ωB97M-V with the def2-TZVPD basis set.

```
35
Properties=species:S:1:pos:R:3:forces:R:3:mulliken_charge:R:1
C 1.00150 0.35783 1.30787 -0.436 -0.515 -0.081 -0.90
C 1.23256 -1.05992 0.73247 0.377 0.317 -0.205 -0.46
C 2.67783 -1.41587 0.45020 -0.818 -0.078 -0.148 0.86
C 3.82921 -1.21250 1.13910 -0.127 0.418 0.832 -0.09
Br 4.05026 -0.39681 2.82513 0.230 -0.484 -0.724 -0.09
N 4.89281 -1.73810 0.40201 -0.872 0.142 -0.023 -0.01
C 4.36185 -2.22517 -0.70479 0.156 -1.481 -1.933 0.19
N 5.02406 -2.85260 -1.79610 0.752 1.360 1.043 -0.51
C 5.26988 -1.99118 -2.66569 -1.531 -0.815 -0.474 0.66
O 5.22894 -1.27589 -3.55865 0.986 0.207 -0.053 -0.26
N 3.03746 -2.09278 -0.73918 0.771 0.558 1.480 0.02
C 2.21136 -2.58778 -1.83106 -0.231 -0.205 -0.944 -0.73
H 1.61735 0.59055 2.17438 -0.029 -0.009 -0.189 0.25
H -0.04708 0.39388 1.62647 0.270 0.182 -0.106 0.15
H 1.14439 1.09595 0.51267 0.110 -0.005 0.274 0.33
H 0.72220 -1.07035 -0.23888 -0.005 -0.146 0.288 0.10
H 0.76424 -1.83963 1.34709 0.198 0.178 -0.017 0.31
H 5.87999 -1.75166 0.61981 -0.090 0.069 0.141 0.24
H 2.56525 -2.15832 -2.77545 -0.110 -0.024 0.230 0.30
H 2.26419 -3.67751 -1.93009 0.167 0.227 0.306 0.34
H 1.16124 -2.31964 -1.72640 0.281 0.122 0.315 0.31
C -3.54793 2.64714 1.50448 0.190 -0.240 0.023 -1.03
C -4.51984 3.35437 0.90988 0.228 0.253 0.443 0.40
C -5.25355 2.82937 -0.29076 -0.058 -0.404 -0.359 0.93
O -6.13557 3.50663 -0.77494 0.035 0.240 0.181 -0.59
C -4.86301 1.52648 -0.81892 -0.105 0.132 -0.038 -0.93
C -3.89206 0.82730 -0.22389 -0.244 -0.180 -0.386 0.39
C -3.17835 1.34197 0.98929 -0.012 0.480 0.373 1.03
O -2.31058 0.64505 1.49373 -0.005 -0.256 -0.271 -0.65
O -3.49714 -0.37024 -0.66897 0.196 0.172 0.265 -0.57
O -4.89085 4.55260 1.34342 -0.166 -0.242 -0.366 -0.55
H -3.01413 3.01336 2.37006 -0.038 0.021 0.008 0.44
H -5.38570 1.16398 -1.69289 0.000 -0.017 0.013 0.43
H -2.79368 -0.65607 -0.05855 -0.038 -0.048 0.059 0.32
H -5.60709 4.84557 0.74712 -0.031 0.073 0.041 0.36
```
Forces are in eV/Å.

Calculated values
Energy above the lowest of the compared OMol25 structures with the same formula, charge and spin in kcal/mol: 0.0
Multiplicity: 1
Gap between HOMO and LUMO in Ha: 0.3014
Net charge: +1
E_LUMO in eV: -3.4
E_HOMO in hartree: -0.42505


A structure of composition C13H13F4N4O13S4V. Source: OMol25; level of theory: ωB97M-V with the def2-TZVPD basis set.

```
52
Properties=species:S:1:pos:R:3:forces:R:3:mulliken_charge:R:1
V 2.90044 2.27845 -31.51433 3.723 3.286 1.325 1.60
N 2.45680 2.27596 -33.42413 -1.756 -3.898 -5.542 0.43
S 2.78159 3.05186 -34.76310 1.742 7.300 -0.387 0.64
O 1.66256 3.45396 -35.61405 1.536 -2.104 0.595 -0.59
O 4.11880 2.91387 -35.33080 -2.182 -0.209 0.757 -0.52
F 2.83826 4.36029 -33.85169 1.031 1.323 -0.323 -0.30
S 1.99608 0.90295 -34.44904 -3.199 -6.006 2.765 0.83
O 3.02876 0.28292 -35.24544 -0.525 1.625 -0.072 -0.52
O 0.59063 0.78467 -34.86212 2.963 1.246 0.515 -0.57
F 2.02991 -0.11384 -33.18969 -0.005 0.626 -0.537 -0.23
N 1.94873 0.89680 -30.56228 -2.047 -5.836 4.079 0.17
S 2.53093 -0.40598 -29.56958 6.561 0.409 1.759 0.76
O 3.11537 -1.50981 -30.29614 -1.903 0.718 0.724 -0.51
O 1.96273 -0.57468 -28.22821 0.462 0.409 -2.861 -0.56
F 3.92897 0.42214 -29.30014 -1.030 -0.141 0.456 -0.32
S 0.51753 0.09584 -30.57099 -4.788 1.461 -7.087 0.98
O -0.31810 0.38457 -29.46054 0.027 -0.604 0.699 -0.57
O 0.34673 -1.13374 -31.40573 0.955 2.654 3.317 -0.60
F -0.04874 1.21531 -31.67015 -0.029 -0.668 0.621 -0.34
C 4.91601 4.87230 -30.50983 -0.108 -1.474 -0.267 -0.93
O 4.36815 3.59092 -30.75306 -1.049 -0.297 -0.591 -0.69
H 5.80071 5.02187 -31.12872 0.199 0.145 -0.374 0.26
H 5.29647 4.93890 -29.49056 -0.150 0.068 0.413 0.30
H 4.24934 5.71467 -30.69443 -0.361 0.092 -0.042 0.21
C -1.84415 5.81319 -27.91425 0.251 0.841 2.144 -0.36
C -1.71036 4.48599 -28.20707 0.555 0.440 -1.676 -0.63
C -0.81564 4.16288 -29.24362 0.009 0.405 0.344 0.10
C -0.10689 5.20235 -29.87274 0.162 0.233 2.185 -0.07
C -0.06929 6.55453 -29.31567 -0.595 -2.143 -1.896 -0.48
C -1.01687 6.85016 -28.37383 0.155 -0.705 -0.084 -0.47
N 0.89771 4.89579 -30.88767 1.037 -1.461 -0.388 1.00
O 1.31052 3.71397 -31.02613 -1.269 1.574 0.681 -0.44
O 1.29994 5.82425 -31.53306 0.215 0.035 -0.293 -0.56
H -2.36450 6.04306 -26.99621 -0.761 0.189 -0.142 0.29
H -2.29609 3.72401 -27.71443 0.135 -0.008 0.059 0.43
H -0.68052 3.09887 -29.37020 0.375 0.016 -0.952 0.37
H 0.64265 7.24777 -29.73871 -0.063 0.081 0.109 0.44
H -1.05913 7.82012 -27.90075 -0.062 0.050 -0.075 0.38
C 8.20578 0.74612 -35.62067 0.410 1.804 0.355 -0.37
C 7.71630 1.80070 -34.81122 -1.167 -0.802 0.139 -0.63
C 6.68023 1.57146 -33.87337 1.183 -0.106 -0.037 -0.19
C 6.25853 0.26430 -33.65347 0.429 -0.773 -0.520 0.10
C 6.70982 -0.73828 -34.52655 -0.560 0.194 0.588 -0.38
C 7.61164 -0.46559 -35.56013 -1.141 -1.679 1.563 -0.53
N 5.36136 -0.13123 -32.49924 -0.614 -0.760 -0.429 0.78
O 5.40285 -1.29378 -32.08397 0.219 2.279 -0.774 -0.55
O 4.56778 0.72884 -32.11181 0.947 -0.586 -0.085 -0.17
H 9.10543 0.79799 -36.21594 -0.116 0.695 -0.354 0.37
H 7.98551 2.84328 -34.89455 0.614 -0.143 -0.201 0.37
H 6.41837 2.40297 -33.23586 -0.514 -0.093 0.046 0.49
H 6.41193 -1.76529 -34.37519 -0.294 0.043 0.074 0.41
H 7.87481 -1.33875 -36.13870 0.394 0.257 -0.321 0.37
```
Forces are in eV/Å.

Calculated values
Multiplicity: 4
Gap between HOMO and LUMO (alpha / beta) in Ha: 0.2151 / 0.2519
Net charge: -1
E_LUMO (alpha / beta) in eV: 0.9 / 0.9
E_HOMO (alpha / beta) in hartree: -0.18100 / -0.21829


A cluster of 2 separate species, C13H13N in total. Source: OMol25; level of theory: ωB97M-V with the def2-TZVPD basis set.

```
27
Properties=species:S:1:pos:R:3:forces:R:3:mulliken_charge:R:1
C 0.98525 2.21155 1.81020 0.432 0.138 1.306 -1.62
C 1.10208 1.28380 0.61846 0.448 2.762 -0.101 1.35
C 1.67534 1.69771 -0.58358 0.201 -0.068 1.214 -0.66
C 1.79536 0.76759 -1.62273 -1.223 0.502 1.533 -0.88
C 1.19078 -0.41507 -1.53552 -0.784 -2.753 0.542 -0.65
C 0.60381 -0.89360 -0.33762 -0.596 1.208 1.950 0.52
C 0.06002 -2.17222 -0.10696 1.199 -1.258 0.355 -0.41
C -0.34760 -2.64711 1.15210 0.085 2.211 -2.598 -0.85
C -0.46429 -1.76326 2.19741 0.147 2.240 2.186 -0.40
C -0.15592 -0.37136 2.00144 1.319 -2.078 0.407 -0.80
C 0.54735 0.02931 0.76800 -1.912 -2.213 0.836 0.79
H 1.45258 3.20271 1.61202 -0.519 -0.665 0.135 0.34
H 1.52197 1.76212 2.72808 -0.612 0.652 -1.424 0.35
H -0.08110 2.31971 2.15456 0.993 0.185 -0.581 0.34
H 2.06077 2.71524 -0.74809 -0.173 -0.543 0.445 0.32
H 2.25881 0.97874 -2.49873 1.347 1.033 -2.502 0.50
H 1.12917 -1.12146 -2.34596 0.436 -0.035 -0.498 0.45
H 0.32877 -2.89923 -0.86950 -0.759 -0.152 -0.221 0.33
H -0.83816 -3.55625 1.23770 -0.110 -2.047 0.105 0.43
H -0.71766 -2.23803 3.23255 0.103 1.464 -1.909 0.25
H -0.21395 0.29395 2.89858 0.034 -0.604 -1.183 0.27
C -2.30438 -0.33624 -2.19722 -1.137 1.332 -0.332 -0.36
C -2.41376 0.96657 -1.61132 0.070 1.423 0.774 0.36
N -2.38441 1.98007 -1.07041 -0.180 -0.083 -0.176 -0.45
H -2.79325 -0.98468 -1.53389 -0.832 -1.321 0.523 0.25
H -1.28804 -0.51190 -2.15654 2.131 -0.890 -0.419 -0.12
H -2.70957 -0.29868 -3.19302 -0.106 -0.439 -0.369 0.34
```
Forces are in eV/Å.

Calculated values
Energy above the lowest of the compared OMol25 structures with the same formula, charge and spin in kcal/mol: 8.9
SMILES: Cc1cccc2ccccc12.CC#N
Multiplicity: 1
Gap between HOMO and LUMO in Ha: 0.3029
E_LUMO in eV: 0.1
E_HOMO in hartree: -0.29871


Number 1: DFT total energy -872.8124 a.u., strongest force on any atom 6.26 eV/Å. Number 2: DFT total energy -3617.4141 a.u., strongest force on any atom 2.44 eV/Å. Number 3: DFT total energy -4636.2615 a.u., strongest force on any atom 8.68 eV/Å. Number 4: DFT total energy -557.8775 a.u., strongest force on any atom 3.41 eV/Å.